Formula: C2H4S3
Source: the Open Molecules 2025 dataset
Level of theory: wB97M-V/def2-TZVPD

Computed properties:
Relative energy (zero: lowest compared OMol25 entry of this formula, charge and spin)   17.49 kcal per mole
HOMO level   -8.28 eV

Geometry (Å):
C (0.5859, 0.2292, -0.5951)
C (-0.5850, -0.1869, 0.1867)
S (-0.0574, -0.7587, 1.8315)
S (-1.9246, -0.9846, -0.6180)
S (-2.0655, 1.0000, -0.1548)
H (1.2372, -0.5790, -0.6873)
H (1.1053, 1.0945, -0.0527)
H (0.4615, 0.6419, -1.5546)
H (1.2425, -0.4565, 1.6441)

Forces on the atoms, in the same order (eV/Å):
1.38 2.48 1.16
-1.13 0.87 0.22
-0.53 0.18 -0.28
-0.15 -1.08 -0.32
0.81 -0.03 0.96
1.40 -1.35 -0.06
-0.46 -1.33 -0.43
-1.02 0.21 -1.31
-0.29 0.03 0.06

Formula: C2H4S3
Source: the Open Molecules 2025 dataset
Level of theory: wB97M-V/def2-TZVPD

Computed properties:
Relative energy (zero: lowest compared OMol25 entry of this formula, charge and spin)   40.81 kcal per mole
HOMO level   -8.45 eV

Geometry (Å):
C (1.1544, -0.8474, 0.9704)
C (0.2004, -1.7329, 0.9360)
S (-1.0210, -2.6782, 1.1099)
H (2.0483, -0.9200, 1.5711)
H (1.0233, 0.1461, 0.3270)
S (-0.3587, 1.9545, -0.4824)
S (-0.9715, 0.6771, -1.8678)
H (0.0641, 2.9973, -1.3191)
H (-2.1392, 0.4033, -1.2453)

Forces on the atoms, in the same order (eV/Å):
-0.33 2.22 -1.75
0.17 0.47 0.71
-0.06 -0.25 -0.31
-0.03 -0.24 0.02
0.36 -2.36 1.41
1.23 2.38 0.51
-0.79 -1.39 -0.96
-0.64 -0.94 0.74
0.08 0.12 -0.36

Formula: C2H4Y
Source: the Open Molecules 2025 dataset
Level of theory: wB97M-V/def2-TZVPD

Computed properties:
Spin multiplicity   2
HOMO level (alpha / beta)   -6.31 / -6.31 eV

Geometry (Å):
C (-0.1273, 0.4404, -0.4862)
C (-0.1949, 0.3001, 0.8528)
H (-0.8416, -0.0415, -1.1676)
H (0.5860, 1.1051, -0.9983)
H (0.5907, 0.8603, 1.3904)
Y (-1.8169, -1.0463, 2.0196)
H (1.8041, -1.6182, -1.6107)

Forces on the atoms, in the same order (eV/Å):
-0.32 0.20 0.18
-0.26 -0.40 0.07
0.20 0.05 0.23
-0.16 -0.34 0.25
-0.25 -0.11 -0.08
0.76 0.63 -0.64
0.03 -0.03 -0.02

Formula: C2H5AgCl2F6O3SSb
Source: the Open Molecules 2025 dataset
Level of theory: wB97M-V/def2-TZVPD

Computed properties:
Spin multiplicity   2
HOMO level (alpha / beta)   -11.16 / -10.99 eV

Geometry (Å):
Ag (-0.7536, -0.9221, 0.7422)
C (2.1523, -2.2107, -1.3205)
S (1.7356, -1.4262, 0.2235)
O (3.0133, -1.6218, 1.0185)
O (0.6426, -2.2352, 0.2805)
O (1.3519, -0.0486, 0.1562)
H (2.6717, -3.0014, -1.4940)
H (3.1867, -1.4484, -1.7245)
H (1.5605, -1.8170, -2.2057)
F (-1.7091, 0.7997, -0.3155)
Sb (-3.6863, 0.0871, 0.1400)
F (-3.2617, -1.0511, -1.5341)
F (-2.5891, -1.3534, 0.8030)
F (-5.3169, -0.9852, 0.6404)
F (-4.6058, 1.5297, -0.5550)
F (-3.1718, 0.7153, 1.7042)
Cl (-0.7270, -1.3454, 3.4026)
C (-0.1842, 0.3845, 3.7946)
Cl (-0.2430, 1.2774, 2.5142)
H (1.1251, -0.0264, 4.4833)
H (-1.0592, 0.6029, 4.6372)

Forces on the atoms, in the same order (eV/Å):
2.97 3.39 -0.71
1.55 10.93 -3.59
15.16 0.01 -1.77
-4.43 0.46 -1.10
-8.23 -7.20 3.23
-1.74 1.95 0.09
2.38 -5.84 0.08
-2.52 -1.73 1.27
-0.18 -1.13 1.37
-2.11 -0.35 0.31
-0.60 -4.22 -5.82
-1.23 2.15 2.14
-3.71 -2.72 0.69
2.50 1.91 -0.71
0.09 -0.01 -0.03
-0.04 2.09 3.66
0.12 -0.16 0.37
0.60 -5.32 8.77
0.43 3.85 -4.04
-3.87 1.95 -2.21
2.85 -0.02 -2.02

Formula: C2H5AlLiO2
Source: the Open Molecules 2025 dataset
Level of theory: wB97M-V/def2-TZVPD

Computed properties:
Spin multiplicity   2
Relative energy (zero: lowest compared OMol25 entry of this formula, charge and spin)   0.00 kcal per mole
Charge   +2
HOMO level (alpha / beta)   -18.80 / -18.47 eV

Geometry (Å):
O (1.5280, -0.8217, -0.3248)
C (1.2642, 0.4357, 0.0279)
C (0.1324, 1.0928, 0.2588)
Li (2.0948, -1.1034, -2.0494)
Al (0.7737, -2.0318, 0.5905)
H (0.5131, 1.9392, -0.5048)
H (1.9051, 1.4200, 0.2492)
H (-0.7736, 0.7024, -0.2031)
H (-1.7785, -0.2761, 0.9838)
O (-2.4471, -0.9015, 0.6728)
H (-3.2120, -0.4558, 0.2991)

Forces on the atoms, in the same order (eV/Å):
1.01 -0.80 -0.28
1.36 5.55 1.27
-0.62 0.60 -4.76
0.55 0.15 -0.96
-1.34 -1.72 1.49
-1.73 -0.05 2.50
1.58 -3.48 -0.47
-0.92 -0.16 0.97
-1.27 0.35 0.08
1.40 -0.80 0.12
-0.03 0.36 0.04

Formula: C2H5B
Source: the Open Molecules 2025 dataset
Level of theory: wB97M-V/def2-TZVPD

Computed properties:
Relative energy (zero: lowest compared OMol25 entry of this formula, charge and spin)   90.76 kcal per mole
HOMO level (alpha / beta)   -9.22 / -9.22 eV

Geometry (Å):
B (0.1466, 0.8693, -0.1706)
C (-0.4210, -0.1779, 0.7687)
C (0.4120, -0.5934, -0.4760)
H (0.0801, 2.8732, -1.0584)
H (0.0308, -0.3853, 1.7292)
H (-1.4769, -0.4180, 0.7771)
H (-0.1227, -1.0783, -1.2841)
H (1.3511, -1.0896, -0.2860)

Forces on the atoms, in the same order (eV/Å):
-0.32 2.28 -1.44
-0.17 0.30 0.36
0.16 0.08 -0.35
0.15 -3.01 1.44
0.15 0.07 0.08
-0.10 0.11 -0.08
-0.07 0.10 -0.12
0.22 0.06 0.11

Formula: C2H5B
Source: the Open Molecules 2025 dataset
Level of theory: wB97M-V/def2-TZVPD

Computed properties:
Relative energy (zero: lowest compared OMol25 entry of this formula, charge and spin)   22.47 kcal per mole
HOMO level   -9.13 eV

Geometry (Å):
B (0.6103, -0.6613, -0.7292)
C (0.4963, 0.0923, 0.6511)
C (-0.7236, 0.1290, -0.2631)
H (1.0914, -1.1143, -1.7089)
H (0.0783, -0.4815, 1.5905)
H (1.0606, 0.9613, 0.8064)
H (-1.1102, 0.9070, -0.9087)
H (-1.5558, -0.4298, 0.1939)

Forces on the atoms, in the same order (eV/Å):
-2.28 1.28 1.45
-1.42 -2.36 0.66
0.06 -1.81 -1.07
0.29 -0.01 0.33
1.74 1.21 -1.70
0.86 1.02 0.63
0.38 0.47 0.18
0.37 0.21 -0.48

Formula: C2H5BF3NO2
Source: the Open Molecules 2025 dataset
Level of theory: wB97M-V/def2-TZVPD

Computed properties:
Relative energy (zero: lowest compared OMol25 entry of this formula, charge and spin)   57.83 kcal per mole
HOMO level (alpha / beta)   -8.08 / -7.56 eV

Geometry (Å):
B (-1.9013, -0.6391, -0.1786)
C (1.4630, 0.4782, -0.4585)
C (0.8922, -0.8190, -0.0397)
N (0.9384, 1.5422, 0.3865)
O (-2.3412, -0.6881, 1.1042)
O (-2.5465, -0.5722, -1.3017)
F (2.9664, 0.4491, -0.3596)
F (0.9308, -1.0447, 1.2557)
F (1.2131, -1.8912, -0.8043)
H (1.3089, 0.6731, -1.5045)
H (1.4541, 1.5265, 1.2523)
H (1.1153, 2.5816, -0.0424)
H (-1.9703, -1.1915, 1.7591)
H (-3.5229, -0.4049, -1.0684)

Forces on the atoms, in the same order (eV/Å):
3.69 -0.78 2.45
1.32 1.51 0.84
-3.52 0.07 -1.78
0.96 2.53 -2.17
-2.09 2.03 -3.28
-2.91 0.90 -0.55
-1.57 -0.15 0.02
0.77 -0.70 0.94
0.53 0.48 0.86
-0.26 -0.07 -0.29
0.00 -0.06 0.39
-0.38 -3.64 1.15
1.90 -1.70 2.24
1.57 -0.42 -0.81

M across the listed records, respectively: 124.3, 124.3, 117.0, 523.6, 95.0, 39.9, 39.9, 142.9 g mol⁻¹.